i | The following is a DFT calculation (ωB97M-V/def2-TZVPD) of a molecular structure, C4H6ClN2O.

ORCA input file:
```
! wB97M-V def2-TZVPD RIJCOSX def2/J DEFGRID3
* xyz 1 1
H -0.25215 2.52871 1.16447
H 2.44909 -0.38083 0.10913
H 0.17450 0.67338 -1.57506
C -0.82858 -0.62670 -0.04358
O -0.36745 -1.59668 0.80513
H 1.11335 -1.02806 -1.67771
N -1.08480 0.60989 0.62427
N 1.13830 1.25125 0.62572
H -0.58928 -2.50698 0.56430
C 0.68065 -0.23744 -1.16275
H -1.92704 0.71821 1.12102
C 1.51824 0.22172 -0.02955
C -0.14141 1.58960 0.77117
Cl -1.88342 -1.21608 -1.29658
*
```

orbital gap	8.498	eV

ii | The following is a DFT calculation (ωB97M-V/def2-TZVPD) of a gas-phase ion, C4H6ClN2O (charge +1).

ORCA input file:
```
! wB97M-V def2-TZVPD RIJCOSX def2/J DEFGRID3
* xyz 1 1
N 0.92674 -0.97391 0.53773
H 0.15203 1.04186 -1.89509
H -1.99064 -0.25632 -1.08318
N 0.98442 1.19201 0.03688
H 1.88207 0.47518 1.73199
H -2.46570 0.07354 1.18540
Cl 0.08483 -2.11251 -1.80208
H 1.24300 -1.86137 0.92368
C 0.06420 -0.84917 -0.60165
O -1.61156 0.33897 0.98760
C -1.27279 -0.00464 -0.35539
C -0.00180 0.56124 -0.88544
H 0.62893 2.15516 0.35985
C 1.37627 0.21997 0.85968
*
```

SMILES	O[C@H]1[C@H]2NC=[NH+][C@]21Cl
orbital gap	9.581	eV

The relative energies come out as i 116.3; ii 0.0, with values in kJ/mol.

i | The following is a DFT calculation (ωB97M-V/def2-TZVPD) of 2 unconnected molecules or ions with the total composition C14H16.

ORCA input file:
```
! wB97M-V def2-TZVPD RIJCOSX def2/J DEFGRID3
* xyz 0 1
C -1.82475 0.03462 2.02722
H -4.38644 2.85634 2.00142
H 2.85154 1.92082 0.23028
C 2.62890 0.97868 -0.24878
H -1.20844 -0.86332 2.06158
H -1.17062 -0.99691 -0.40516
C -3.64817 2.06476 2.01532
C 3.17912 -0.20775 0.21809
H 1.74361 -3.16233 -2.78254
C -2.90557 1.84456 3.16678
C 1.79572 0.93276 -1.34950
H 3.67027 -2.24284 -0.27697
H 3.69540 -0.28773 1.14847
C -1.93392 -0.21543 -0.46180
C -2.42123 0.36900 0.80937
H 3.43832 -3.16505 -2.43288
C 2.40918 -1.36098 -1.75959
H -3.07452 2.52762 3.98530
H -1.50624 0.54768 4.09776
H -2.68402 -0.70540 -1.08850
C 3.09222 -1.37037 -0.53637
H -4.05916 1.43602 -0.01212
H 2.66272 -2.13936 -3.73605
H 1.29885 1.78436 -1.79805
C 2.61933 -2.50547 -2.70806
C -3.43302 1.32652 0.86137
H -1.46907 0.52130 -1.12285
C 1.65663 -0.23468 -2.10128
C -2.08874 0.70987 3.20175
H 1.07205 -0.39729 -3.00421
*
```

SMILES	Cc1ccccc1.Cc1ccccc1
orbital gap	9.761	eV

ii | The following is a DFT calculation (ωB97M-V/def2-TZVPD) of 2 unconnected molecules or ions with the total composition C14H16.

ORCA input file:
```
! wB97M-V def2-TZVPD RIJCOSX def2/J DEFGRID3
* xyz 0 1
C -2.14310 -0.40784 -2.64459
C 2.75062 1.34267 2.58019
C -1.40719 -0.12192 -0.34968
H -2.05304 0.27282 -4.71153
H 3.68579 1.28447 -0.72086
C 3.39241 0.99882 0.28409
H -2.46966 -1.49842 -4.46333
H 1.36730 -1.47094 1.47522
H 1.51037 -0.84044 4.31965
C 3.45516 1.74635 1.43149
C -3.69877 -0.52406 -0.81808
H 0.14913 -0.60857 3.39857
H -4.73851 -0.84037 -0.51432
H 2.97903 1.92510 3.46983
C -1.85893 -0.64011 -4.14393
H -0.15624 0.04115 -2.18227
H -3.04679 -0.18037 1.11484
C 1.90260 0.24992 2.51669
C -3.41896 -0.63186 -2.18420
H 2.87931 -0.91877 -0.55993
C 1.00020 -0.04164 3.72785
H 0.81369 0.95573 4.08646
C 1.96794 -0.60321 1.40522
H 4.03024 2.67369 1.61198
H -0.53807 0.01805 0.27435
H -4.27196 -0.77563 -2.85478
C -1.15333 -0.06240 -1.71789
H -0.84503 -0.93997 -4.23669
C 2.65951 -0.18190 0.29855
C -2.74371 -0.22037 0.10708
*
```

SMILES	Cc1ccccc1.Cc1ccccc1
orbital gap	9.960	eV

The relative energies come out as i 0.0; ii 56.7, with values in kJ/mol.

i | The following is a DFT calculation (ωB97M-V/def2-TZVPD) of C10H11NO2 in the gas phase.

ORCA input file:
```
! wB97M-V def2-TZVPD RIJCOSX def2/J DEFGRID3
* xyz 0 1
H 0.16788 -1.49189 -1.60798
O 3.28961 -0.29732 -0.01243
O 1.43947 2.04302 -0.26789
H 0.97797 -1.69336 1.45458
H -3.13252 -2.00594 -0.23402
H -0.70609 -2.67316 -0.39188
C -0.22955 -1.57258 -0.53014
H -1.65558 2.71487 0.12135
C -1.35745 -0.65351 -0.13762
H 1.78140 -2.40347 0.15074
C 1.08532 -1.48473 0.34836
H -3.93893 2.00120 0.29405
H 3.36396 1.69502 0.43731
C -2.70327 -1.05174 -0.11630
C 1.92902 -0.22095 0.11954
C -3.21616 1.32434 0.18944
H 4.77383 0.84259 0.80467
N 1.17732 0.82122 -0.15249
C -1.91837 1.72301 0.06751
C 3.99275 0.91999 0.14662
C -1.10772 0.67851 -0.05685
H -4.70810 -0.35154 0.14315
H 4.29037 1.14032 -0.80003
C -3.59513 -0.00391 0.03032
*
```

orbital gap (spin up / spin down)	8.001 / 7.500	eV

ii | The following is a DFT calculation (ωB97M-V/def2-TZVPD) of C10H11NO2 in the gas phase.

ORCA input file:
```
! wB97M-V def2-TZVPD RIJCOSX def2/J DEFGRID3
* xyz 0 1
C 3.34062 0.70647 0.37772
H 1.81154 -2.34609 -0.14790
N -2.29855 0.12940 -0.05756
C 0.87535 0.78906 0.24418
C -3.08160 1.30795 -0.09854
H -3.23398 1.50326 0.97313
O -0.67737 -2.46074 -0.46880
H -0.04048 1.37870 0.13261
H -0.44089 -2.92739 0.31135
C -1.52194 -0.50746 0.87209
H 4.17132 -1.20059 0.14231
C -0.57078 -1.06818 -0.22047
H -4.03115 1.05544 -0.52689
H -2.58300 2.15217 -0.43389
H -1.05548 0.57098 -1.86839
C 2.01444 -1.33373 0.07114
C 3.23109 -0.65483 0.19448
H -2.17850 -0.89018 -1.96805
O -1.62092 -0.49822 2.05217
H 2.13983 2.49666 0.74307
H 4.23966 1.30190 0.54907
C -1.45034 -0.33210 -1.28435
C 2.15049 1.41026 0.45204
C 0.81065 -0.58275 -0.04052
*
```

SMILES	CN1C[C@@](O)(c2ccccc2)C1=O
orbital gap	9.974	eV

iii | The following is a DFT calculation (ωB97M-V/def2-TZVPD) of C10H11NO2 in the gas phase.

ORCA input file:
```
! wB97M-V def2-TZVPD RIJCOSX def2/J DEFGRID3
* xyz 0 1
H 2.33855 1.69850 0.81426
N -0.79044 -0.66019 0.15492
C -1.96391 -0.04015 -0.07686
O -1.04637 2.19626 0.16985
C 1.52457 -0.24436 0.97434
C 2.55032 0.66995 -0.92057
H -1.35216 3.16293 0.20245
H 0.67061 0.20721 -2.19411
H 3.10607 -0.27306 -1.21968
C 1.08669 0.33018 -1.21600
H 3.65647 0.46980 1.03872
H -0.18771 -2.62189 0.58868
C 0.49467 -0.16673 -0.12133
H 2.11287 -1.16986 0.82287
H -4.00549 -0.70862 -0.11560
C -2.42247 -2.25212 0.20903
C -1.04852 -2.03203 0.32712
O -3.10103 1.88589 -0.64526
C 2.65977 0.74693 0.59499
C -2.05014 1.39124 -0.26860
H 2.60256 1.69600 -1.44080
C -2.99998 -0.96903 0.02119
H 1.10438 -0.14255 2.03744
H -2.93930 -3.17432 0.26298
*
```

SMILES	O=C(O)c1cccn1C1=CCCC1
orbital gap	9.235	eV

The relative energies come out as i 518.7; ii 8.9; iii 0.0, with values in kJ/mol.

i | The following is a DFT calculation (ωB97M-V/def2-TZVPD) of 4 unconnected molecules or ions with the total composition C4H13NOS2.

ORCA input file:
```
! wB97M-V def2-TZVPD RIJCOSX def2/J DEFGRID3
* xyz 0 1
H 1.69639 -2.75271 -0.30920
H -0.53395 2.20528 -1.12210
H 0.89907 -3.76523 -1.19765
H 1.47902 1.95662 1.18812
C 1.26075 0.91351 0.93299
H 0.37725 -2.12920 1.70645
C -0.78041 1.10998 -0.76917
S -3.56147 2.08029 -1.43984
H -0.81361 0.95518 1.29245
H -1.91742 1.24941 -0.64740
H 0.28413 -0.26272 -2.15741
S 2.36698 -1.62555 1.49547
N -0.15643 0.76788 0.54545
H 2.53639 0.52011 2.56793
H 0.89589 -0.28872 2.82015
H 1.63343 0.61124 -0.03779
H -1.36620 -0.79818 -1.48291
H -1.15964 0.50202 -2.68764
O 0.89776 -2.86232 -0.86692
C 1.72309 -0.03826 2.09140
C -0.70109 0.05551 -1.87288
*
```

orbital gap	5.820	eV

ii | The following is a DFT calculation (ωB97M-V/def2-TZVPD) of 2 unconnected molecules or ions with the total composition C4H13NOS2.

ORCA input file:
```
! wB97M-V def2-TZVPD RIJCOSX def2/J DEFGRID3
* xyz 0 1
H -0.81351 0.83737 0.42834
H -1.17988 0.37494 3.72670
S -0.87421 1.62221 3.32617
H 0.63571 1.64784 -0.06838
S 0.79045 1.38114 2.21090
H -2.07326 -0.04345 -1.12732
O -2.85035 0.44355 -0.79696
H -0.64196 -1.16234 1.66853
H 1.39552 -0.02191 -3.04577
H 1.08440 -1.55667 -1.47838
N 0.64203 -0.66800 -1.27167
H 0.59277 -2.38384 1.41133
C -0.00379 -1.62839 0.90984
H -0.72536 -2.08466 0.28292
C 0.78197 -0.53676 0.20502
H -2.86931 1.14070 -1.46584
C 0.26599 0.84915 0.57435
H 2.23257 0.81448 -1.75220
C 1.26669 0.39993 -2.04539
H 1.83204 -0.59836 0.49314
H 0.51150 1.17308 -2.18533
*
```

SMILES	CN[C@H](C)CSS.O
orbital gap	9.599	eV

The relative energies come out as i 698.2; ii 0.0, with values in kJ/mol.